{"formula": "C21H27LaNO2P2", "method": "the ωB97M-V functional and the def2-TZVPD basis", "e_homo_ev": [-10.27, -10.27], "charge": 1, "relative_energy_kcal_mol": 22.14, "multiplicity": 1, "homo_lumo_gap_ev": [7.008, 7.007], "species": ["C", "C", "C", "C", "C", "C", "C", "C", "C", "C", "C", "C", "C", "H", "H", "H", "H", "H", "H", "H", "N", "La", "C", "H", "H", "C", "H", "H", "P", "P", "C", "H", "H", "H", "C", "H", "H", "H", "C", "H", "H", "H", "C", "H", "H", "H", "C", "O", "H", "C", "O", "H", "H", "H"], "xyz": [[-0.362021, -3.077247, -2.790093], [0.300455, -2.100532, -2.076624], [0.105344, -0.723841, -2.414869], [-0.810513, -0.365068, -3.455068], [-1.457900, -1.412686, -4.163512], [-1.220845, -2.734571, -3.843343], [-1.049255, 0.998974, -3.656094], [-0.403644, 1.985106, -2.900499], [0.516531, 1.544888, -1.894157], [1.145398, 2.488167, -1.018138], [0.874764, 3.834129, -1.180473], [-0.000752, 4.277727, -2.186402], [-0.636778, 3.381099, -3.022912], [-0.190563, -4.124004, -2.525545], [-2.133539, -1.134494, -4.969855], [-1.697204, -3.537892, -4.403318], [-1.721774, 1.303230, -4.454093], [1.369628, 4.550556, -0.518484], [-0.166483, 5.350358, -2.297277], [-1.319384, 3.713001, -3.803422], [0.704590, 0.230554, -1.681547], [-0.850292, -0.402654, 1.551166], [1.247065, -2.482778, -0.958844], [2.001009, -1.687755, -0.786170], [1.596269, -3.528118, -0.933277], [2.088766, 1.993874, 0.056966], [2.583048, 1.064645, -0.280073], [2.773008, 2.761586, 0.444342], [0.425707, -2.659595, 0.620552], [1.216857, 1.481822, 1.589147], [0.608485, 3.005725, 2.373487], [0.141214, 2.753433, 3.345460], [1.514447, 3.621850, 2.492493], [-0.141032, 3.471088, 1.709408], [2.524198, 0.785886, 2.677123], [3.239278, 1.617925, 2.799031], [2.074659, 0.478001, 3.645652], [2.977147, -0.100075, 2.182452], [-1.036206, -3.712013, 0.584171], [-0.510952, -4.633795, 0.296981], [-1.523823, -3.771332, 1.580937], [-1.759828, -3.358735, -0.177148], [1.524578, -3.042478, 1.997891], [0.978178, -3.027661, 2.970691], [1.780021, -4.056591, 1.646375], [2.368723, -2.317518, 2.015435], [-2.351296, 1.602151, 1.716742], [-3.250955, 2.222952, 2.044492], [-1.369264, 0.247900, -0.334601], [-2.585084, -0.553011, 4.537812], [-1.849174, -0.475784, 3.345333], [-2.918526, 0.466583, 4.841598], [-1.901066, -0.993595, 5.298316], [-3.461211, -1.219385, 4.361787]], "forces_ev_per_a": [[0.793, 0.455, 0.815], [0.212, -0.930, -0.082], [-0.106, 1.283, 0.386], [0.235, -0.087, 0.486], [-0.004, -0.618, -0.186], [-0.716, 0.684, -0.786], [0.236, 0.084, -0.240], [0.240, -0.289, 0.413], [-0.640, -1.238, -0.134], [0.242, 0.761, 0.141], [0.600, -1.055, 0.512], [-0.824, -0.054, -0.950], [0.243, 0.659, 0.132], [-0.096, 0.273, -0.206], [0.068, -0.203, 0.113], [0.010, 0.289, 0.075], [-0.064, -0.019, 0.139], [-0.194, -0.140, -0.269], [-0.045, -0.342, -0.027], [0.131, 0.100, 0.205], [0.857, -0.255, 0.254], [0.777, -0.733, -1.590], [0.220, -0.873, 0.387], [-0.103, -0.804, -0.267], [0.936, 0.413, -1.672], [-0.247, -0.227, 0.399], [0.138, 0.631, 0.091], [0.212, -0.115, -0.723], [-1.610, 3.559, 0.896], [-0.037, -0.071, -0.241], [0.554, -0.068, 0.094], [0.325, 0.293, -0.453], [-0.640, 0.351, 0.258], [0.467, -0.070, 0.318], [-0.105, 0.491, -0.097], [0.175, -0.721, 0.338], [0.424, 0.292, -0.518], [-0.105, 0.705, 0.324], [0.730, -0.907, -0.199], [-1.385, -0.723, 0.061], [0.452, -0.150, -0.622], [0.564, -0.324, 0.333], [0.112, -1.072, -0.605], [0.427, -0.217, -0.811], [1.004, 0.025, 1.385], [-0.465, -0.821, -0.080], [-2.948, 2.863, 0.919], [1.721, -1.134, -0.800], [-1.200, 0.299, -0.590], [0.005, -0.156, 0.036], [-1.292, -0.173, 2.196], [0.081, -0.754, 0.029], [-0.804, 0.327, -0.080], [0.439, 0.502, 0.492]], "lowdin_charge": [-0.042, -0.218, -0.209, -0.138, -0.008, -0.059, 0.075, -0.137, -0.205, -0.219, -0.035, -0.059, -0.012, 0.122, 0.120, 0.113, 0.133, 0.122, 0.113, 0.120, 0.120, 1.317, -0.290, 0.096, 0.093, -0.283, 0.089, 0.097, 0.627, 0.716, -0.260, 0.060, 0.056, 0.046, -0.255, 0.055, 0.058, 0.038, -0.254, 0.050, 0.066, 0.063, -0.251, 0.069, 0.050, 0.045, -0.151, 0.128, -0.130, -0.202, -0.689, 0.083, 0.080, 0.085]}